{
  "formula": "C5H10N2",
  "method": "wB97M-V/def2-TZVPD",
  "species": ["C", "C", "C", "C", "C", "H", "H", "H", "H", "H", "H", "H", "H", "H", "H", "N", "N"],
  "xyz": [[-2.352, 0.647, -0.208], [-0.801, 0.245, -0.562], [-0.242, -0.737, 0.550], [0.753, -1.728, 0.379], [1.438, 0.904, 0.205], [-2.173, 1.289, 0.853], [-2.533, 1.389, -1.037], [-3.114, -0.187, -0.194], [-0.299, 0.239, -1.640], [-0.954, -0.615, 1.465], [0.414, -2.982, 0.614], [1.084, -1.789, -0.742], [1.779, -1.285, 1.029], [2.062, 1.077, 1.083], [2.926, 1.618, -1.161], [0.123, 0.611, 0.396], [1.890, 1.306, -1.028]],
  "e_tot_ev": -8322.210,
  "multiplicity": 1,
  "homo_lumo_gap_ev": 9.5,
  "smiles": "[H]/N=C/N1[C@H](C)[C@H]1C"
}

***

{
  "formula": "C13H30NO4PdS3",
  "method": "wB97M-V/def2-TZVPD",
  "species": ["Pd", "C", "C", "C", "O", "H", "H", "H", "H", "H", "H", "H", "C", "S", "O", "C", "H", "H", "H", "H", "H", "H", "C", "S", "O", "C", "H", "H", "H", "H", "H", "H", "C", "S", "O", "C", "H", "H", "H", "H", "H", "H", "N", "C", "C", "C", "C", "H", "H", "H", "H", "H"],
  "xyz": [[-4.030, 1.945, -2.174], [-0.586, 0.717, 2.631], [-0.197, 0.959, 1.135], [1.298, 0.471, 0.916], [-1.188, 0.411, 0.239], [0.277, 1.120, 3.161], [-0.694, -0.354, 2.806], [-1.464, 1.308, 2.889], [-0.220, 2.047, 1.058], [1.674, 0.786, -0.057], [1.417, -0.599, 1.086], [1.989, 0.911, 1.635], [0.637, 5.467, -2.511], [-1.016, 6.227, -2.822], [-1.974, 5.051, -2.543], [-0.957, 6.304, -4.666], [1.551, 5.986, -2.802], [0.713, 4.527, -3.058], [0.895, 5.412, -1.454], [-0.194, 5.606, -5.010], [-0.703, 7.247, -5.151], [-1.964, 6.156, -5.055], [1.990, -1.331, 7.614], [0.716, -1.721, 8.885], [0.819, -3.212, 9.026], [1.582, -0.905, 10.337], [1.774, -1.852, 6.681], [3.006, -1.664, 7.825], [1.958, -0.251, 7.471], [0.981, -1.317, 11.148], [1.549, 0.180, 10.430], [2.611, -1.263, 10.389], [0.134, 1.267, -7.268], [-0.811, 0.013, -6.316], [-1.527, 0.754, -5.217], [0.519, -1.024, -5.651], [0.415, 0.722, -8.169], [1.051, 1.744, -6.921], [-0.563, 2.085, -7.448], [1.118, -0.628, -4.830], [1.178, -1.268, -6.484], [0.132, -2.000, -5.361], [-1.401, -4.449, -0.732], [-1.107, -5.160, 0.426], [-1.092, -6.512, 0.091], [-1.562, -6.621, -1.199], [-1.675, -5.364, -1.692], [-1.464, -3.452, -0.879], [-1.026, -4.667, 1.384], [-0.748, -7.349, 0.680], [-1.847, -7.464, -1.811], [-1.970, -4.997, -2.664]],
  "e_tot_ev": -59617.068,
  "multiplicity": 3,
  "homo_lumo_gap_ev": [3.6, 2.3],
  "charge": 1,
  "s_squared": 2.005
}

***

{
  "formula": "C33H61As3Sb2Ti",
  "method": "wB97M-V/def2-TZVPD",
  "species": ["Ti", "C", "C", "C", "C", "C", "C", "C", "C", "C", "C", "H", "H", "H", "H", "H", "H", "H", "H", "H", "H", "H", "H", "H", "H", "C", "As", "C", "C", "C", "C", "C", "As", "C", "C", "C", "As", "C", "C", "H", "H", "H", "H", "H", "H", "H", "H", "H", "H", "H", "H", "H", "H", "H", "H", "H", "H", "H", "H", "H", "H", "H", "H", "H", "H", "H", "C", "Sb", "C", "C", "C", "C", "C", "C", "C", "C", "C", "Sb", "C", "C", "H", "H", "H", "H", "H", "H", "H", "H", "H", "H", "H", "H", "H", "H", "H", "H", "H", "H", "H", "H"],
  "xyz": [[-0.130, -0.065, 0.247], [-1.213, 3.063, 3.128], [-2.325, 2.325, 2.380], [-3.086, 1.377, 3.299], [-1.872, 1.698, 1.074], [-0.848, 2.298, 0.315], [-0.644, 1.978, -1.032], [-1.392, 0.976, -1.671], [-1.258, 0.735, -3.146], [-2.288, 0.256, -0.869], [-2.534, 0.616, 0.468], [-1.597, 3.425, 4.080], [-0.846, 3.936, 2.590], [-0.371, 2.403, 3.341], [-3.041, 3.085, 2.039], [-2.445, 0.574, 3.663], [-3.964, 0.940, 2.823], [-3.448, 1.930, 4.164], [-0.255, 3.089, 0.753], [0.071, 2.549, -1.606], [-2.018, 0.045, -3.508], [-0.275, 0.343, -3.406], [-1.377, 1.679, -3.680], [-2.851, -0.560, -1.305], [-3.306, 0.088, 1.012], [2.563, -1.640, 2.574], [1.394, -0.090, 2.493], [0.477, -0.307, 4.191], [2.483, 1.484, 2.885], [3.614, 1.920, 1.950], [4.749, 0.896, 1.927], [3.120, 2.203, 0.519], [2.333, 0.812, -0.619], [2.418, 1.776, -2.308], [3.717, -0.504, -0.984], [4.147, 3.277, 2.464], [4.707, 3.732, 4.337], [5.321, 2.045, 5.129], [2.947, 3.806, 5.215], [3.302, -1.491, 3.361], [3.075, -1.818, 1.635], [1.957, -2.511, 2.815], [1.198, -0.178, 4.999], [0.059, -1.310, 4.255], [-0.317, 0.425, 4.306], [2.900, 1.282, 3.873], [1.762, 2.297, 3.006], [4.428, -0.070, 1.540], [5.147, 0.741, 2.927], [5.568, 1.253, 1.299], [3.954, 2.588, -0.074], [2.361, 2.992, 0.537], [3.454, 1.771, -2.645], [2.110, 2.812, -2.171], [1.795, 1.311, -3.069], [4.680, 0.004, -1.025], [3.513, -0.947, -1.958], [3.759, -1.292, -0.240], [3.400, 4.055, 2.267], [5.019, 3.543, 1.860], [6.253, 1.726, 4.665], [4.594, 1.231, 5.106], [5.538, 2.271, 6.173], [2.279, 4.452, 4.643], [3.093, 4.271, 6.189], [2.481, 2.833, 5.371], [1.306, -1.822, -3.532], [0.431, -2.212, -1.627], [1.784, -3.680, -0.903], [-1.233, -3.421, -2.288], [-1.429, -4.666, -1.474], [-0.878, -5.860, -1.937], [-1.056, -7.050, -1.250], [-1.809, -7.060, -0.084], [-2.364, -5.880, 0.382], [-2.176, -4.673, -0.291], [-2.793, -3.427, 0.275], [-1.433, -2.357, 1.577], [-0.356, -4.002, 2.383], [-2.759, -2.119, 3.226], [0.514, -1.708, -4.270], [1.904, -2.695, -3.791], [1.939, -0.940, -3.541], [1.504, -4.638, -1.338], [1.750, -3.756, 0.181], [2.791, -3.415, -1.220], [-0.971, -3.671, -3.316], [-2.116, -2.785, -2.321], [-0.330, -5.862, -2.873], [-0.633, -7.967, -1.636], [-1.980, -7.986, 0.448], [-2.982, -5.899, 1.273], [-3.634, -3.673, 0.924], [-3.159, -2.744, -0.490], [-1.095, -4.768, 2.610], [0.138, -3.704, 3.306], [0.366, -4.416, 1.684], [-3.080, -3.127, 3.486], [-3.630, -1.529, 2.953], [-2.269, -1.668, 4.085]],
  "e_tot_ev": -253892.125,
  "multiplicity": 2,
  "homo_lumo_gap_ev": [4.9, 5.1],
  "charge": 3,
  "s_squared": 0.761
}

***

{
  "formula": "C6H9ClOS3",
  "method": "wB97M-V/def2-TZVPD",
  "species": ["C", "C", "C", "C", "C", "C", "O", "S", "S", "S", "Cl", "H", "H", "H", "H", "H", "H", "H", "H", "H"],
  "xyz": [[1.706, 2.671, 0.735], [1.179, 1.674, 0.031], [1.965, 3.977, 0.068], [1.122, -2.344, -0.695], [-1.078, -1.018, -0.793], [0.449, -0.924, -0.814], [-1.150, 2.521, -0.963], [1.280, 3.983, -1.615], [1.117, 0.049, 0.600], [0.111, 2.169, -1.533], [2.332, 2.369, 2.297], [1.620, 4.801, 0.571], [3.087, 3.941, -0.186], [1.211, -2.723, -1.638], [2.125, -2.127, -0.406], [0.504, -2.794, -0.002], [-1.379, -1.645, 0.001], [-1.235, -1.480, -1.839], [-1.448, -0.042, -0.717], [0.890, -0.467, -1.742]],
  "e_tot_ev": -53441.357,
  "multiplicity": 1,
  "homo_lumo_gap_ev": 8.8
}

***

{
  "formula": "C24H29AsCl2N4S4SeY",
  "method": "wB97M-V/def2-TZVPD",
  "species": ["Y", "S", "As", "S", "S", "S", "Se", "N", "C", "C", "C", "C", "N", "C", "N", "H", "H", "H", "C", "C", "C", "C", "C", "C", "C", "C", "N", "C", "C", "C", "C", "C", "C", "C", "C", "C", "C", "H", "H", "H", "H", "H", "H", "H", "H", "H", "H", "H", "H", "H", "H", "H", "H", "H", "H", "H", "H", "H", "H", "H", "H", "Cl", "C", "Cl", "H", "H"],
  "xyz": [[1.960, -0.176, 0.688], [5.886, -2.688, 1.709], [4.870, -0.860, 1.399], [4.055, -0.842, -0.672], [3.183, -0.767, 2.854], [6.166, 0.794, 1.649], [0.089, 2.838, 2.961], [0.762, 4.356, 2.349], [1.653, 4.039, 1.421], [2.433, 4.918, 0.634], [3.294, 4.358, -0.271], [3.397, 2.955, -0.410], [2.675, 2.110, 0.278], [1.815, 2.633, 1.177], [1.054, 1.818, 1.890], [2.345, 5.988, 0.759], [3.912, 4.990, -0.892], [4.114, 2.503, -1.086], [0.145, -3.819, 3.667], [-0.732, -2.951, 2.805], [-2.123, -3.064, 2.843], [-2.900, -2.247, 2.036], [-4.405, -2.337, 2.083], [-2.306, -1.334, 1.170], [-0.905, -1.220, 1.051], [-0.163, -2.047, 1.934], [-0.175, -0.434, 0.194], [-0.792, 0.240, -0.950], [-1.666, 1.445, -0.545], [-2.227, 2.150, -1.784], [-3.045, 1.152, -2.610], [-2.148, -0.001, -3.072], [-0.992, 0.543, -3.912], [-0.181, 1.522, -3.064], [-1.073, 2.688, -2.632], [0.351, 0.803, -1.820], [-1.584, -0.732, -1.850], [-0.298, -3.971, 4.653], [1.135, -3.379, 3.794], [0.271, -4.797, 3.200], [-2.591, -3.779, 3.512], [-4.727, -3.016, 2.873], [-4.803, -2.703, 1.134], [-4.848, -1.357, 2.270], [-2.966, -0.705, 0.590], [0.927, -1.987, 1.925], [-1.046, 2.135, 0.039], [-2.480, 1.131, 0.108], [-2.867, 2.981, -1.468], [-3.478, 1.661, -3.478], [-3.869, 0.761, -2.006], [-2.737, -0.701, -3.673], [-1.370, 1.049, -4.807], [-0.353, -0.280, -4.243], [0.665, 1.902, -3.646], [-1.462, 3.206, -3.515], [-0.488, 3.414, -2.055], [0.926, 1.530, -1.237], [1.023, -0.009, -2.126], [-0.909, -1.534, -2.165], [-2.390, -1.204, -1.294], [1.437, -2.783, -0.864], [2.550, -3.910, -0.044], [1.710, -5.396, 0.411], [2.939, -3.432, 0.851], [3.357, -4.154, -0.722]],
  "e_tot_ev": -226940.094,
  "multiplicity": 1,
  "homo_lumo_gap_ev": 3.5,
  "charge": -1
}